Molecular formula: C52H54FN8O15
Method: DFT, ωB97M-V/def2-TZVPD

* highest occupied orbital energy: -4.82 eV
* net charge: -1
* LUMO energy: 0.38 eV
* calculated total energy: -100133.555 eV

XYZ file:
```
130
C52H54FN8O15 ωB97M-V/def2-TZVPD
F -6.04791 -4.80015 -0.59069
O 1.67777 7.27965 -4.17547
O 5.78485 -2.54556 -1.74073
O 4.40905 6.86851 4.98088
O 2.93211 1.18940 0.40034
O 3.75232 4.95529 5.73526
O -1.00128 -3.22322 -5.35562
O 0.75453 2.93420 3.26353
O -5.85973 -2.54528 0.72988
O -3.72798 -2.73351 1.22005
O 2.32317 2.48514 -1.21545
O -0.45725 -1.86620 -6.94286
O 2.51668 5.38395 -3.57748
O 7.29937 -1.95005 -3.15630
O -0.58846 4.57317 3.67013
O -3.25658 -3.05319 -1.57724
N -1.16579 -2.21269 -6.01107
N 4.50578 5.91236 5.73364
N -4.27065 -6.84919 -0.13580
N 6.22181 -1.80394 -2.60228
N 1.60551 6.07660 -3.99417
N -0.36220 3.41310 3.36626
N -4.19737 -5.67960 0.65070
N 2.79968 2.28819 -0.10792
C -4.19224 -0.90115 -4.25396
C 6.47626 6.99593 6.74583
C -1.27135 -2.18516 -0.45217
C 5.39592 -0.66071 -3.00449
C -4.45762 0.24280 -4.99684
C -3.67045 0.90011 2.56145
C 3.44501 5.83785 0.83177
C 0.17622 -2.12163 -0.31117
C -1.91209 5.51232 -5.12491
C -1.50924 2.53878 3.10234
C 3.80556 3.29411 1.91016
C 7.70933 5.89639 8.49438
C 3.38312 0.62198 -2.78019
C 5.60806 5.91392 6.70100
C -4.74108 -3.20587 0.66138
C 0.50528 -3.77071 -2.20627
C -1.08625 -6.16982 0.51128
C 5.84470 0.18607 -4.00992
C -1.29301 1.20619 2.77391
C 3.81862 1.46820 -3.79274
C 0.21189 4.04393 -4.08447
C 3.05762 4.72034 0.10708
C -0.62467 -5.29353 1.76160
C -3.63609 0.59226 -6.06411
C 4.17270 -0.44709 -2.38349
C -2.04911 -7.29369 1.09518
C -0.72057 6.15250 -4.81438
C -0.98374 3.41098 -4.39472
C -3.14768 -7.79202 0.08917
C -1.87482 -3.05421 -1.48106
C -2.54938 -0.20523 -6.39492
C -2.29875 -1.35202 -5.65289
C 0.33489 5.41054 -4.30164
C 5.77259 4.82740 7.54912
C 4.00954 5.68288 2.09256
C 7.53042 6.98411 7.64830
C 1.07015 -2.91986 -1.16115
C -4.38771 -5.30435 3.19747
C -2.79558 3.05869 3.17298
C -2.04194 4.14352 -4.91796
C -5.58359 -5.14933 4.24205
C 5.04875 1.25296 -4.40460
C -5.03660 -5.86125 1.86357
C -4.69076 -4.57429 -0.16976
C -0.95600 -3.79437 -2.32558
C 6.83057 4.82112 8.44716
C 3.23581 3.45921 0.65514
C -2.38102 0.38752 2.50383
C 4.19402 4.41583 2.62842
C -3.10917 -1.70466 -4.58142
C -3.83884 -4.36621 -1.49824
C -3.87796 2.23331 2.89854
H -2.91285 -2.59469 -3.99759
H 1.03182 3.46399 -3.67942
H -2.22654 -0.65367 2.24308
H 5.09326 3.98515 7.51968
H -1.37898 -8.18683 1.29533
H -4.57873 -4.43157 -2.34990
H -3.11403 -5.20278 -1.67712
H -1.87789 -1.54920 0.22833
H -5.26029 -6.95010 2.06663
H 0.59715 -1.44380 0.46852
H 8.53829 5.88625 9.19324
H -2.74052 6.07983 -5.53162
H -4.51647 0.25636 2.34107
H -3.84587 1.48635 -6.64003
H -1.72169 -5.49386 -0.10606
H 0.32479 -4.73197 1.52485
H -6.38313 -4.49998 3.80639
H -1.38223 -4.49495 2.00879
H 4.30785 6.55443 2.66097
H 2.17554 -2.89626 -1.03312
H 6.34687 7.84622 6.08865
H -5.19725 -4.77762 5.23098
H -1.37469 -4.45828 -3.12735
H -3.69517 -6.06305 3.66878
H 3.19665 2.29934 -4.10750
H -5.18403 -7.29849 -0.09889
H 3.81826 -1.09876 -1.59554
H 3.30441 6.82867 0.41683
H -5.30905 0.86507 -4.74392
H -2.43172 -6.97239 2.09273
H -3.80561 -4.36163 3.06007
H 6.80023 0.02672 -4.49260
H 1.13418 -4.39954 -2.88417
H -6.02245 -6.17470 4.40766
H 5.38558 1.91618 -5.19260
H -6.05193 -5.36969 1.79082
H -0.62932 7.21836 -4.97894
H -0.47309 -5.93187 2.67974
H 8.21602 7.82177 7.69019
H -2.97243 3.64519 -5.16649
H -1.91556 0.07483 -7.22664
H -0.19196 -6.58458 -0.01397
H -4.83164 -1.16902 -3.42090
H -2.63492 -7.96785 -0.89841
H -4.88532 2.62977 2.94402
H 2.61831 4.84559 -0.87478
H -0.29226 0.79634 2.72236
H -1.09020 2.34495 -4.23191
H 6.97250 3.97564 9.10933
H -2.96795 4.09492 3.43409
H -3.55219 -8.77184 0.48672
H 2.43232 0.79095 -2.30614
H 4.63724 4.30458 3.60829
H 3.94955 2.30997 2.33725
```


Molecular formula: C52H56BiBr2F4O2PSe
Method: DFT, ωB97M-V/def2-TZVPD

* highest occupied orbital energy: -7.42 eV
* net charge: 0
* relative energy (zero: lowest compared OMol25 entry of this formula, charge and spin): 2.510 eV
* LUMO energy: -1.07 eV
* calculated total energy: -290356.317 eV

XYZ file:
```
119
C52H56BiBr2F4O2PSe ωB97M-V/def2-TZVPD
Bi -0.24002 -0.16727 1.85872
Br 0.97166 1.47702 4.93351
Br -2.22115 0.58954 3.70643
Se -2.65228 -1.01941 0.33919
P 2.89555 0.58433 2.43049
F 3.27776 6.06343 4.58768
F 5.23261 5.23395 2.92988
F 1.35181 4.41412 5.46934
F 5.59316 2.41293 2.57214
O -0.85667 1.58418 0.41384
O 0.50826 -1.75090 0.24021
C 4.33478 4.31074 3.35083
C -1.44193 -2.44948 -3.36014
C 3.27152 2.15910 3.25036
C 0.29676 -3.40961 6.01472
C -6.28093 1.26470 -2.86491
C -0.63741 -3.07956 3.43265
C -4.03998 0.91759 -1.13964
C -2.07314 -2.62482 -4.73983
C 4.38896 2.94655 3.03862
C 4.19627 -1.83751 2.66822
C -4.28617 2.17322 -1.72201
C 5.03538 -2.77457 3.26902
C 4.04032 -0.58760 3.27624
C -1.00783 -3.78786 5.71729
C -1.51974 -3.54936 4.41570
C 1.56895 -3.94207 -1.49733
C -6.17354 3.72719 -2.34544
C -1.94099 4.38973 0.37542
C -1.45586 -1.54257 -1.09790
C -2.02537 -1.75173 -2.34328
C -3.41672 -1.99684 -4.80590
C 2.29790 3.90320 4.60851
C 3.31433 4.76220 4.17505
C 3.47437 2.10615 -1.24108
C -2.03962 1.81147 -0.03599
C -2.95609 0.76963 -0.27085
C 5.47291 0.86260 -0.83786
C 1.17170 -2.90637 5.06147
C 2.27150 2.62281 4.14793
C 0.68481 -2.74188 3.74426
C -0.44080 4.51078 0.18911
C 5.81466 -2.46305 4.40433
C -0.14584 -2.02626 -0.84955
C 4.70135 -0.27954 4.49380
C 0.40166 -2.98374 -1.78202
C -2.65115 5.64442 -0.05061
C -0.16448 -2.99396 -3.03833
C 5.59911 -1.22228 5.01526
C 2.96209 1.70714 0.02106
C 2.89526 -3.27594 -1.79428
C 1.47918 -5.18852 -2.40580
C 3.68984 0.83579 0.77999
C -3.54419 3.30260 -1.24360
C -5.34949 2.47633 -2.78001
C 4.70822 1.67581 -1.70494
C -2.10493 -4.13458 -5.07903
C -2.18008 4.25973 1.91982
C -4.60555 2.71336 -4.08077
C -1.14949 -1.93060 -5.74301
C -2.49903 3.19263 -0.33177
C 4.97499 0.36537 0.33878
C 1.58367 -4.47791 -0.03958
H -1.08329 -4.51491 -5.28578
H -2.28624 6.02593 -0.99884
H -4.21678 -2.42638 -4.17014
H -0.15656 -2.35391 -5.99860
H -4.61384 0.05189 -1.43932
H 3.71106 -4.04602 -1.73262
H 5.15276 -3.78238 2.78017
H 1.54127 -3.67240 0.71071
H -0.18235 4.76984 -0.82737
H 2.58713 -4.95785 0.12645
H -2.97549 -1.31443 -2.57463
H 4.54216 0.69464 4.99555
H -5.77471 0.33677 -3.11441
H -3.71129 4.29016 -1.74941
H -2.53715 -3.75530 4.15322
H -3.21551 4.04937 2.16973
H -2.48888 6.46311 0.72022
H -0.90022 -3.00078 2.37229
H -0.92147 -0.89908 -5.44809
H -2.70893 -4.35625 -5.98278
H -0.02202 5.29197 0.86392
H 1.98867 2.07104 0.32103
H 5.10468 1.94682 -2.68727
H -3.74245 5.49159 -0.12091
H 5.46086 -0.40584 0.91352
H -5.28226 2.82897 -4.92732
H -3.73498 -2.02166 -5.87839
H 1.40733 -2.50121 2.92806
H -1.54904 3.45254 2.33241
H -1.65269 -4.16033 6.49934
H 2.20865 -5.91686 -2.02906
H 3.69991 -2.04177 1.74888
H 1.83037 -4.97423 -3.43890
H 2.88498 -2.80171 -2.79720
H 3.08707 -2.47554 -1.02443
H 0.51452 -5.71275 -2.40689
H -6.76600 1.09312 -1.88900
H -2.47973 -4.69920 -4.23521
H -1.72868 -1.85860 -6.69190
H 2.15414 -2.68585 5.34076
H -3.30988 -0.90052 -4.53779
H 0.77230 -5.21732 0.17646
H 2.80675 2.71902 -1.85597
H 6.58902 -3.11074 4.76583
H 0.69275 -3.70255 6.98219
H -4.00591 3.59064 -4.04527
H -3.84687 1.94237 -4.35052
H -7.02836 1.41393 -3.64232
H 6.48162 0.53694 -1.09336
H -1.86128 5.20707 2.38618
H -7.10493 3.83005 -2.94400
H 6.19743 -0.95203 5.82327
H 0.04017 3.52591 0.35190
H -6.56116 3.57512 -1.30920
H 0.33084 -3.55794 -3.80220
H -5.69835 4.70299 -2.39740
```


Molecular formula: C52H56ClO22P
Method: DFT, ωB97M-V/def2-TZVPD

* highest occupied orbital energy: -8.30 eV
* net charge: 0
* structure (SMILES): CCCCCCCC1=C(P(C)O)C(=O)c2c(COC(C)=O)c(OCCCC)cc(C[C@H](C)Cl)c2C1=O.O=C1C=C(O)C(=O)C=C1O.O=C1C=C(O)C(=O)C=C1O.O=C1C=C(O)C(=O)C=C1O.O=C1C=C(O)C(=O)C=C1O
* relative energy (zero: lowest compared OMol25 entry of this formula, charge and spin): 21.517 eV
* LUMO energy: -2.08 eV
* calculated total energy: -121664.365 eV

XYZ file:
```
132
C52H56ClO22P ωB97M-V/def2-TZVPD
Cl 0.43381 3.24710 6.40650
P -1.47697 -2.21034 -2.05731
O -8.70503 3.75398 5.18752
O -2.83095 0.85683 -1.58585
O 8.43539 -7.09980 2.58220
O -4.19415 -2.95303 -8.51215
O -1.90936 -0.95576 3.42242
O -0.88088 5.04041 -1.75079
O 6.33850 -2.55637 4.36361
O -4.05794 0.64413 -5.44575
O -0.61351 -1.91586 -8.52364
O 8.57160 -3.50265 5.64861
O 0.68314 -6.46140 -8.66338
O -9.22696 2.52793 7.58706
O -0.87945 -2.26026 -5.81349
O -2.64263 -1.69870 -3.24748
O 0.93567 5.13946 0.68477
O -4.17247 3.77652 6.53524
O 0.33108 -6.82887 -5.96628
O -4.68284 2.47050 8.89491
O -6.29104 1.59040 -6.73074
O -6.37384 -1.96034 -9.85294
O -3.19605 5.08267 -0.78297
O 6.25570 -6.10712 1.24141
C -1.64274 6.96749 -0.03970
C 0.58475 3.21916 2.53524
C -0.53464 -3.24467 -6.45774
C -1.39482 -0.63888 2.21992
C -0.82329 0.89038 1.85591
C 0.10139 -5.59820 -6.55356
C 7.97497 -6.04173 2.99633
C -5.70507 2.78043 8.01677
C -7.68649 3.46906 6.07836
C 4.62969 -0.47555 2.28463
C 0.64595 -3.27734 1.76067
C -0.28931 -4.55034 -5.82556
C -0.59168 1.82302 5.70660
C 6.24786 -4.30135 2.76998
C -8.05265 2.79359 7.35343
C 8.02472 -4.18314 4.57621
C 3.23409 -2.61120 1.22371
C 0.23280 -1.69141 -2.83218
C -5.84391 -1.29433 -8.76311
C 4.71554 3.50747 -2.49874
C 3.73092 -0.18324 3.66304
C -1.57197 -1.15329 -0.44949
C 6.81921 -3.59735 3.92835
C 3.65469 -1.02498 1.04445
C -1.97706 2.42835 5.01741
C -1.95813 5.57609 -0.90472
C 0.00692 1.72207 3.00672
C 8.56055 -5.32467 4.13980
C -4.65457 -1.89496 -8.09802
C 2.91306 4.02657 -0.64020
C 3.76318 4.72791 -1.86867
C -1.08331 1.49842 0.31957
C -6.42094 3.78977 5.80237
C -0.51727 2.98158 -0.15956
C 0.34284 3.82987 0.99725
C -0.35673 -3.13926 -7.93248
C -1.31490 -1.71149 0.93868
C -4.60482 -0.03637 -6.51815
C -6.38168 -0.15458 -8.32438
C -5.81033 0.54942 -7.16600
C -6.97115 2.46291 8.29413
C 0.31183 1.14671 4.51759
C 6.78562 -5.44111 2.33124
C -1.92353 0.46446 -0.68882
C -4.06899 -1.17790 -6.95455
C 2.39469 5.06993 0.51256
C 0.03732 -4.18637 -8.65981
C -5.34203 3.48088 6.75376
C -0.77845 3.57468 -1.66929
C -0.92382 -3.30861 1.18383
C 1.74647 -2.96782 0.55870
C 0.30580 -5.48533 -8.02380
H 0.43277 -0.59389 -2.40736
H 5.12930 0.55405 2.00378
H 5.85900 3.66168 -2.22391
H -7.24941 1.95576 9.20938
H -3.19414 -1.61614 -6.49160
H 3.88276 -1.04574 4.44295
H -1.63720 6.69102 1.11314
H 4.32641 -0.93283 0.06760
H 2.97807 4.96927 -2.72893
H 5.38207 -3.85482 2.29739
H -2.49671 1.62815 4.31178
H 3.98436 0.87669 4.12033
H -0.85727 1.02777 6.53488
H -0.53379 7.28715 -0.32707
H 0.17801 -1.57303 -3.99966
H 1.45256 -2.05196 -0.12182
H 0.60446 -7.42124 -6.70034
H -5.81070 -2.75602 -9.97150
H -2.71041 2.72027 5.89412
H -2.42305 7.81998 -0.23695
H 5.52838 -1.21996 2.50170
H -4.62471 1.43677 -5.32334
H 4.54235 3.35888 -3.66081
H -7.24747 0.29195 -8.79696
H 4.38544 5.66860 -1.54576
H 8.00482 -2.71000 5.77102
H 0.76486 -2.38665 2.54654
H 0.15610 3.22285 -2.32361
H -1.64481 -3.72863 2.00516
H 3.67902 3.28815 -0.09881
H 0.93297 -4.25419 2.34309
H 2.85983 6.14047 0.26393
H -0.88441 -3.93311 0.19404
H -0.88102 -1.32204 -7.78872
H 4.36959 2.48015 -2.00216
H -9.52559 3.42574 5.61582
H 1.22181 3.86289 3.29243
H 2.07795 3.37693 -1.13979
H 1.44754 1.42585 4.75211
H -0.43958 -4.61769 -4.75569
H -1.72355 3.13523 -2.21313
H 0.24109 -0.03663 4.58224
H 9.43539 -5.76292 4.60275
H 1.11069 -2.36817 -2.45065
H -2.12197 -1.51990 -4.10889
H 0.17277 -4.12319 -9.73218
H 4.07779 -3.24057 0.69899
H 2.60145 -0.18221 3.29122
H -1.71121 3.42658 4.45845
H 1.85627 -3.96499 -0.08324
H 2.74319 -0.29972 0.91946
H -6.14093 4.28297 4.88037
H -3.86319 2.80414 8.46930
H 6.81883 -6.90279 1.12285
H 2.84516 4.71341 1.55197
H 3.24665 -2.81843 2.39387
```


Molecular formula: C52H56N5O
Method: DFT, ωB97M-V/def2-TZVPD

* highest occupied orbital energy: -7.92 eV
* net charge: +1
* relative energy (zero: lowest compared OMol25 entry of this formula, charge and spin): 1.655 eV
* LUMO energy: -3.72 eV
* calculated total energy: -64321.040 eV

XYZ file:
```
114
C52H56N5O ωB97M-V/def2-TZVPD
O -2.31447 2.42418 -0.61374
N -4.33164 4.43212 -1.48787
N -4.85245 5.24669 -0.47607
N -4.54263 -1.19422 3.71120
N 4.84582 -0.69729 3.62594
N -2.64095 5.44192 -0.53827
C -1.37792 4.74002 1.98902
C -0.22799 4.39920 -3.06169
C -3.46612 0.87383 3.12743
C 0.57586 7.19856 -0.92190
C -2.33893 1.56305 2.74712
C -3.87947 6.67470 1.25452
C -4.67881 -2.63490 3.63620
C 6.09945 -0.32095 3.00213
C 3.70262 1.00928 2.34675
C 2.50898 1.57212 1.93284
C 1.33650 6.56461 0.06575
C -5.81808 6.58814 -2.79471
C -5.75538 2.78809 -2.59414
C -1.33912 5.95623 -0.23915
C -3.51035 -0.53944 3.10456
C -5.29551 4.12084 -2.49380
C -5.97765 5.15605 -3.16813
C 0.31769 2.59206 -1.51837
C 3.69512 -0.07621 3.26940
C 1.75310 0.25041 -1.53720
C -8.06000 3.09273 -5.60292
C 1.28517 0.03724 3.41370
C -0.77934 6.89874 -1.10977
C 0.68939 5.75444 0.99866
C -3.94882 8.05396 3.65071
C -1.32070 -0.51843 2.02051
C 2.47015 -0.53539 3.81721
C 2.82409 6.76719 0.18739
C 0.44668 0.24802 -1.01827
C -6.64022 2.45150 -3.62179
C 2.41961 1.46409 -1.80571
C -7.15728 3.44563 -4.46136
C -1.57076 7.53314 -2.21322
C -1.98778 3.37535 -1.39948
C 4.82879 -1.85352 4.48759
C -0.67519 5.48336 0.90008
C 0.01418 1.62567 2.03505
C 1.26853 1.06581 2.42628
C -4.86436 6.35102 2.20522
C -5.39671 -0.55941 4.70185
C -3.00591 8.42038 2.68427
C -6.88045 4.78957 -4.16882
C -2.95178 4.48272 -1.47324
C -1.20495 0.89690 2.25477
C -0.66598 3.49176 -1.99130
C 1.68354 2.63098 -1.92348
C -2.43281 -1.23153 2.46579
C -4.88081 7.03676 3.41463
C -3.81332 5.82296 0.07776
C -0.03839 1.50130 -0.70981
C -5.40116 1.78402 -1.54302
C -2.96870 7.74002 1.46628
H 2.10511 3.54525 -2.33263
H -1.95189 6.78323 -2.91731
H 4.65574 1.37634 1.96189
H -3.96869 8.59604 4.59614
H -9.08318 2.91419 -5.25306
H -2.30329 2.63098 2.91221
H -5.73243 -2.88307 3.77928
H 1.03408 7.93648 -1.58578
H -6.64318 7.17040 -3.20958
H -2.41219 8.13744 -1.85068
H -5.34014 2.25908 -0.55712
H -5.48263 0.51498 4.52945
H -1.96118 3.91915 1.56827
H -0.73712 1.66330 0.11808
H 6.88295 -0.93619 3.45962
H -8.08201 3.91139 -6.32559
H -6.38621 -1.01210 4.64606
H -4.10179 -3.15446 4.41372
H 0.02438 2.70773 1.90330
H -7.40308 5.56773 -4.73147
H 6.08876 -0.49370 1.90683
H 0.44122 3.84677 -3.75850
H 3.06989 7.26390 1.13955
H -2.45204 -2.31538 2.37086
H -2.28684 9.22509 2.85353
H 6.32631 0.74729 3.17759
H -4.31545 1.44631 3.49479
H 3.49354 1.49275 -1.95614
H -5.84691 6.72004 -1.70940
H -0.91300 8.20956 -2.76606
H -4.88247 7.02176 -3.16646
H 0.39218 5.19776 -2.63158
H -5.61967 6.76190 4.15468
H -6.96696 1.41292 -3.75142
H 2.45486 -1.35653 4.53112
H 1.26110 5.32902 1.82745
H 2.26601 -0.71014 -1.66421
H -5.02065 -0.69814 5.72650
H 2.51929 2.39298 1.21450
H -0.51821 -1.05698 1.51639
H -1.04160 4.84764 -3.64139
H 4.23661 -1.63169 5.37598
H -2.05081 5.40238 2.54394
H 4.38124 -2.70818 3.96930
H -5.55866 5.55387 1.94774
H -4.44083 1.29322 -1.73365
H -2.25173 8.01784 0.68318
H -0.17304 -0.64043 -0.77455
H 5.85700 -2.06012 4.76479
H 3.21807 7.36889 -0.64208
H 0.36442 -0.28840 3.88963
H -6.19770 1.02732 -1.49479
H -4.34780 -2.98269 2.66052
H -7.72103 2.18195 -6.10534
H 3.34293 5.79522 0.18945
H -0.65522 4.34087 2.71187
```